The following is a quantum chemistry calculation of a structure of composition H28O14, from the Open Molecules 2025 dataset.

Structure (XYZ):
```
42
H28O14, DFT wB97M-V/def2-TZVPD
H -1.003 -0.485 -0.322
H 0.197 0.392 -0.002
H -3.347 1.461 3.574
H -3.236 1.355 2.061
H 0.320 -3.558 -1.283
H -0.442 -2.492 -2.053
H 2.049 1.769 1.316
H 3.156 0.729 1.267
H -2.026 1.849 1.125
H -1.326 0.631 1.706
H -1.738 -1.584 2.073
H -1.335 -2.347 0.822
H 3.042 1.076 -0.909
H 4.088 1.812 -1.731
H 0.247 -2.975 3.172
H -0.773 -2.507 4.198
H -2.812 -3.162 -2.020
H -2.361 -1.768 -2.423
H 2.575 -0.476 -2.518
H 3.794 -0.675 -1.633
H 0.672 4.510 1.683
H 0.876 3.347 0.725
H -2.101 0.846 -1.291
H -2.235 2.356 -1.184
H 1.368 -1.329 0.848
H 2.119 -2.620 1.128
H 0.328 2.458 -3.796
H 0.125 0.996 -3.431
O -0.553 0.320 -0.603
O -3.641 0.929 2.825
O -0.227 -3.431 -2.066
O 2.968 1.625 1.568
O -1.196 1.360 1.089
O -1.317 -1.467 1.215
O 3.337 1.214 -1.816
O 0.016 -2.219 3.725
O -3.149 -2.316 -2.337
O 3.180 -1.155 -2.200
O 0.798 4.308 0.749
O -1.688 1.619 -0.890
O 1.298 -2.285 0.751
O -0.045 1.890 -3.112
```

Values from the calculation:
- 2S+1: 1
- ΔE to the lowest compared entry with this formula, charge and spin: 195.1 kcal per mole
- Frontier orbital gap: 8.3 eV